No. 1
Molecular formula: C5H12NO
Method: DFT, ωB97M-V/def2-TZVPD

XYZ file:
```
19
Properties=species:S:1:pos:R:3:nbo_charge:R:1
C -0.3435 2.0615 1.2814 -0.310
C -0.5684 1.8094 -0.0393 -0.321
C 1.1952 -1.4555 -0.6263 -0.405
C -0.7486 -1.5082 0.8754 -0.443
C -0.4088 0.5731 -0.5757 0.457
N 0.1876 -0.5851 0.1485 -0.428
O -0.8774 0.2139 -1.8490 -0.668
H -0.6710 2.9549 1.7054 0.231
H 0.2206 1.3737 1.8684 0.159
H -1.1277 2.6003 -0.6914 0.271
H 2.1692 -1.0240 -0.5302 0.236
H 1.1899 -2.4236 -0.1792 0.232
H 0.9817 -1.5428 -1.7124 0.264
H -1.5911 -0.9621 1.3365 0.250
H -1.1215 -2.3584 0.1529 0.255
H -0.2732 -1.9799 1.7545 0.243
H 1.7975 1.3853 -1.5018 -0.003
H 0.7708 -0.0934 1.0083 0.470
H -0.7813 0.9609 -2.4260 0.509
```

E   -8904.738 eV
LUMO energy (spin up / spin down)   -4.64 / -4.61 eV
Kohn-Sham gap (spin up / spin down)   9.72 / 7.54 eV
Molar mass   102.157 g mol⁻¹
ΔE to the lowest compared entry with this formula, charge and spin   135.85 kcal per mole
Net charge   +1

No. 2
Molecular formula: C5H12NO
Method: DFT, ωB97M-V/def2-TZVPD

XYZ file:
```
19
Properties=species:S:1:pos:R:3:nbo_charge:R:1
C 1.5922 -0.3678 0.4851 0.136
C 0.0240 -0.2777 0.7893 0.304
C 2.1592 0.3524 -0.6904 -0.696
C -0.6336 -1.4615 1.2237 -0.701
C -1.5513 0.6586 -0.8347 -0.460
N -0.6340 0.9466 0.3001 -0.560
O 1.2828 0.1981 1.6454 -0.467
H 1.9547 -1.3857 0.5995 0.192
H 2.2519 1.4101 -0.4689 0.229
H 1.4757 0.1637 -1.5086 0.221
H 3.2423 0.0801 -1.0020 0.278
H -1.2757 -1.1786 2.1127 0.237
H 0.1340 -2.2788 1.5606 0.291
H -1.3676 -1.9727 0.4962 0.265
H -2.6647 0.4353 -0.4767 0.262
H -1.6651 1.7178 -1.1459 0.240
H -1.1855 -0.1140 -1.6067 0.277
H -0.9044 1.4687 1.2327 0.486
H 0.1019 1.4779 -0.2370 0.466
```

E   -8907.292 eV
LUMO energy   -3.48 eV
Kohn-Sham gap   10.84 eV
Molar mass   102.157 g mol⁻¹
ΔE to the lowest compared entry with this formula, charge and spin   76.96 kcal per mole
SMILES   C[NH2+][C@]1(C)O[C@@H]1C
Net charge   +1